Version a
# C19H26N2O5S

An isolated molecule of C19H26N2O5S (ωB97M-V/def2-TZVPD, the Open Molecules 2025 dataset).

The value obtained for the HOMO energy is -8.2 eV. As for the molecular weight: 394.5 g mol⁻¹. The value obtained for the frontier orbital gap is 0.3237 Eh.

Element x y z (Å)
C  -6.3031  -0.2514  -0.1822
C  -4.8168  -0.3665  0.0931
S  -4.1390  -1.8603  -0.7277
C  -2.3650  -1.5572  -0.5091
C  -1.8756  -1.9306  0.8876
O  -0.6094  -1.3422  1.1377
C  0.4564  -1.9066  0.5126
O  0.3524  -2.9639  -0.0733
C  1.6398  -1.0672  0.6384
C  2.8722  -1.4152  0.1794
C  3.1792  -2.7555  -0.4018
N  3.9260  -0.5391  0.2386
C  5.2201  -0.8778  -0.3106
C  3.8120  0.7360  0.7960
O  4.7401  1.5180  0.7953
N  2.6444  1.0043  1.4138
C  1.3906  0.3062  1.2249
C  0.4466  1.0997  0.3381
C  -0.7537  1.5642  0.8529
C  -1.6675  2.2326  0.0485
O  -2.8849  2.6950  0.4640
C  -3.2062  2.5929  1.8294
C  -1.3520  2.4425  -1.2910
C  -0.1459  2.0119  -1.8061
C  0.7711  1.3418  -1.0018
O  1.9884  0.8934  -1.4273
C  2.3767  1.1514  -2.7535
H  -6.7014  0.6400  0.2980
H  -6.4832  -0.1851  -1.2520
H  -6.8285  -1.1229  0.2006
H  -4.2777  0.4939  -0.3042
H  -4.6291  -0.4578  1.1638
H  -1.8557  -2.1634  -1.2571
H  -2.1697  -0.5012  -0.7064
H  -2.5346  -1.5251  1.6582
H  -1.8163  -3.0191  0.9870
H  3.4709  -2.6549  -1.4458
H  2.3051  -3.3940  -0.3513
H  4.0009  -3.2227  0.1378
H  5.8500  0.0043  -0.2007
H  5.1450  -1.1361  -1.3670
H  5.6746  -1.7074  0.2329
H  2.5706  1.9533  1.7521
H  0.9166  0.1975  2.2113
H  -0.9696  1.3648  1.8903
H  -3.2489  1.5498  2.1590
H  -2.4909  3.1402  2.4515
H  -4.1926  3.0420  1.9335
H  -2.0664  2.9509  -1.9186
H  0.0677  2.1981  -2.8461
H  1.7230  0.6439  -3.4704
H  3.3873  0.7562  -2.8438
H  2.3931  2.2245  -2.9673

Okay, here come the natural (NBO) numbers, in e, for every atom: -0.615, -0.514, 0.177, -0.563, -0.084, -0.529, 0.788, -0.634, -0.266, 0.357, -0.680, -0.452, -0.419, 0.811, -0.644, -0.609, -0.048, -0.075, -0.273, 0.275, -0.501, -0.251, -0.231, -0.294, 0.347, -0.530, -0.248, 0.213, 0.214, 0.211, 0.215, 0.197, 0.245, 0.223, 0.188, 0.209, 0.225, 0.281, 0.224, 0.261, 0.194, 0.198, 0.410, 0.214, 0.221, 0.171, 0.178, 0.202, 0.226, 0.223, 0.178, 0.199, 0.181

Version b
# C19H26N2O5S

An isolated molecule of C19H26N2O5S (ωB97M-V/def2-TZVPD, the Open Molecules 2025 dataset).

The value obtained for the HOMO energy is -9.4 eV. As for the molecular weight: 394.5 g mol⁻¹. The value obtained for the frontier orbital gap is 0.3310 Eh.

Element x y z (Å)
O  -3.9837  0.1516  -3.0302
C  -2.8042  0.3081  -3.2159
O  -2.3280  1.1566  -4.1345
C  -1.7374  -0.4035  -2.4654
C  -0.3885  -0.1217  -2.6763
C  0.5722  -0.8078  -1.9554
C  0.1809  -1.7759  -1.0488
S  1.4545  -2.6608  -0.1480
O  0.9102  -3.9015  0.3228
O  2.6424  -2.6789  -0.9480
N  1.7034  -1.5912  1.1214
C  0.7490  -1.7571  2.2066
C  1.1610  -0.9088  3.4145
C  1.9125  0.3420  2.9421
N  1.0940  1.1114  2.0285
C  0.2596  2.0818  2.4637
O  0.2321  2.4456  3.6217
C  -0.6138  2.7135  1.3883
C  -1.5505  1.6986  0.7265
C  -2.4698  2.4141  -0.2604
C  -1.6531  3.1537  -1.3165
C  -0.6894  4.1405  -0.6640
C  0.2268  3.4204  0.3218
C  3.2235  -0.0662  2.2573
C  3.0713  -1.4327  1.5761
C  -1.1531  -2.0687  -0.8333
C  -2.1181  -1.3734  -1.5396
H  -3.0621  1.5931  -4.5945
H  -0.1052  0.6209  -3.4058
H  1.6261  -0.6292  -2.0982
H  -0.2260  -1.4372  1.8271
H  0.6724  -2.8162  2.4839
H  1.8118  -1.4766  4.0793
H  0.2746  -0.6145  3.9754
H  2.1039  0.9981  3.7974
H  1.0136  0.7441  1.0942
H  -1.2233  3.4640  1.9025
H  -0.9730  0.9391  0.1911
H  -2.1463  1.1927  1.4894
H  -3.1335  1.6909  -0.7389
H  -3.0920  3.1294  0.2815
H  -1.0832  2.4317  -1.9048
H  -2.3231  3.6851  -1.9954
H  -0.0915  4.6374  -1.4307
H  -1.2576  4.9075  -0.1338
H  0.8370  2.6908  -0.2166
H  0.8988  4.1362  0.7991
H  4.0269  -0.1216  2.9912
H  3.4881  0.6978  1.5259
H  3.7102  -1.5161  0.6973
H  3.3401  -2.2404  2.2696
H  -1.4109  -2.8487  -0.1346
H  -3.1698  -1.5716  -1.3992

Okay, here come the natural (NBO) numbers, in e, for every atom: -0.583, 0.785, -0.684, -0.167, -0.182, -0.150, -0.319, 2.327, -0.931, -0.935, -0.700, -0.240, -0.426, -0.043, -0.646, 0.701, -0.631, -0.317, -0.384, -0.402, -0.399, -0.395, -0.387, -0.415, -0.235, -0.205, -0.150, 0.507, 0.240, 0.238, 0.205, 0.216, 0.210, 0.237, 0.244, 0.405, 0.225, 0.186, 0.215, 0.212, 0.201, 0.192, 0.208, 0.208, 0.197, 0.190, 0.218, 0.221, 0.217, 0.245, 0.181, 0.248, 0.246

Which structure wins on stability? version b wins.

Version a
# C3H5NO3

A cluster of 2 separate species, C3H5NO3 in total (ωB97M-V/def2-TZVPD, the Open Molecules 2025 dataset).

The value obtained for the HOMO energy is 1.9 eV. As for the molecular weight: 103.1 g mol⁻¹. The charge is -2. The value obtained for the frontier orbital gap is 0.2042 Eh.

Element x y z (Å)
C  -0.7885  1.3738  0.3931
C  0.7502  -0.5887  0.9266
C  0.2279  0.3755  -0.0537
N  -0.7261  -0.8098  -1.4321
O  -1.5832  0.9993  1.3295
O  -0.0796  -1.9986  -1.3373
O  -0.8582  2.5063  -0.2214
H  1.8448  -0.7492  0.8207
H  0.4205  -0.3475  1.9225
H  0.2376  -1.4694  0.6277
H  0.9465  0.9106  -0.8009
H  -0.3919  -0.2023  -2.1746

Okay, here come the natural (NBO) numbers, in e, for every atom: 0.711, -0.685, -0.265, -0.314, -0.839, -0.780, -0.854, 0.160, 0.206, 0.257, 0.151, 0.250

Version b
# C3H5NO3

A cluster of 2 separate species, C3H5NO3 in total (ωB97M-V/def2-TZVPD, the Open Molecules 2025 dataset).

The value obtained for the HOMO energy (alpha / beta) is 1.0 / 1.7 eV. As for the molecular weight: 103.1 g mol⁻¹. The charge is -2. The value obtained for the frontier orbital gap (alpha / beta) is 0.2344 / 0.2104 Eh.

Element x y z (Å)
C  -1.8379  -0.0413  -0.0632
C  0.3982  1.0378  0.2990
C  -0.3683  0.0495  -0.4982
N  1.2380  -1.8085  0.3309
O  -2.2023  0.1480  1.1161
O  2.2669  -1.0448  0.6012
O  -2.6184  -0.5520  -0.9864
H  0.5847  1.8991  -0.2788
H  -0.0918  1.2871  1.2462
H  1.4830  0.6835  0.4963
H  -0.0178  0.3385  -1.5319
H  1.1659  -1.9970  -0.7313

Okay, here come the natural (NBO) numbers, in e, for every atom: 0.696, -0.693, -0.300, -0.337, -0.801, -0.634, -0.870, 0.147, 0.206, 0.230, 0.138, 0.217

Which structure wins on stability? version a wins.